i:
DFT (the ωB97M-V functional and the def2-TZVPD basis) results for a 2-piece molecular cluster, C9H14 overall.

The frontier orbital gap comes out at 9.86 eV. The SMILES is Cc1ccccc1.CC. As for the lowest unoccupied orbital energy: 1.005 eV. The HOMO energy comes out at -8.85 eV.

Positions of all 23 atoms, in Å:
C: -1.91353 1.38658 -1.41198
C: -0.85916 -0.32522 0.01379
C: -1.96192 0.47794 -0.23159
C: -0.61523 -0.74042 1.36913
C: -3.01300 0.63396 0.75410
C: -1.54364 -0.52779 2.35022
C: -2.78996 0.04331 2.02087
H: -0.21381 -0.47270 -0.91625
H: 0.27338 -1.21171 1.60762
H: -2.20602 2.37329 -0.97602
H: -2.69444 1.37163 -2.16884
H: -3.99220 1.08801 0.48665
H: -1.25388 -0.73347 3.42224
H: -3.59618 -0.16158 2.69995
H: -0.99215 1.42523 -1.95897
C: 4.07378 -0.85025 -0.53560
C: 2.87198 -0.29892 -1.29529
H: 4.09858 -2.01115 -0.38144
H: 4.93293 -0.48062 -0.97601
H: 3.92327 -0.42864 0.49735
H: 2.44286 0.61535 -0.83065
H: 2.02087 -0.98392 -1.21954
H: 3.00746 -0.18891 -2.31973



ii:
DFT (the ωB97M-V functional and the def2-TZVPD basis) results for a 2-piece molecular cluster, C9H14 overall.

The frontier orbital gap comes out at 9.82 eV. The SMILES is Cc1ccccc1.CC. As for the lowest unoccupied orbital energy: 0.874 eV. The HOMO energy comes out at -8.95 eV.

Positions of all 23 atoms, in Å:
C: 1.35622 -0.65921 1.97572
C: -2.18243 0.40061 2.62348
C: -2.85292 -0.17733 1.51922
C: -0.80535 0.23681 2.60137
C: -0.06308 -0.30495 1.54491
C: -2.17677 -0.95735 0.58198
C: -0.79107 -1.09979 0.66099
H: -2.69092 0.70288 3.51008
H: -3.94264 -0.23917 1.55493
H: -0.20859 0.64978 3.40450
H: -2.67328 -1.36147 -0.28695
H: 1.94039 0.20834 2.24392
H: 1.83680 -1.36910 1.30610
H: -0.19520 -1.70400 -0.00646
H: 1.35247 -0.99128 3.03771
C: 1.19670 1.55208 -3.35666
C: 1.79233 0.15100 -3.27088
H: 0.64716 1.66870 -4.29894
H: 0.50706 1.79262 -2.55676
H: 2.04824 2.23584 -3.12731
H: 2.66129 -0.15009 -3.84185
H: 0.97899 -0.53189 -3.53016
H: 2.26459 -0.05305 -2.28894



iii:
DFT (the ωB97M-V functional and the def2-TZVPD basis) results for a 2-piece molecular cluster, C9H14 overall.

The frontier orbital gap comes out at 10.07 eV. The SMILES is Cc1ccccc1.CC. As for the lowest unoccupied orbital energy: 1.004 eV. The HOMO energy comes out at -9.06 eV.

Positions of all 23 atoms, in Å:
C: 0.62443 3.70786 -0.87848
C: -0.40348 3.03507 -1.76645
H: 0.20867 3.99937 0.08080
H: 1.42359 3.00418 -0.65399
H: 1.11052 4.54999 -1.36551
H: -0.88116 2.19970 -1.26538
H: -1.21861 3.68425 -2.08305
H: 0.01397 2.72510 -2.72681
C: 1.84306 -2.64865 -0.00222
C: -1.12820 -0.34059 0.39147
C: -1.84427 -0.97461 1.39212
C: 0.04546 -0.89362 -0.10004
C: 0.56094 -2.04204 0.47732
C: -1.37716 -2.16011 1.94273
C: -0.14791 -2.64760 1.51326
H: -1.51020 0.59781 0.00295
H: -2.77644 -0.54526 1.73932
H: 0.55090 -0.44610 -0.95087
H: -1.94853 -2.72734 2.65935
H: 2.74127 -2.34270 0.53246
H: 2.01980 -2.47813 -1.06186
H: 0.25265 -3.52517 2.01606
H: 1.84069 -3.73139 0.10682



iv:
DFT (the ωB97M-V functional and the def2-TZVPD basis) results for a 2-piece molecular cluster, C9H14 overall.

The frontier orbital gap comes out at 10.05 eV. The SMILES is Cc1ccccc1.CC. As for the lowest unoccupied orbital energy: 1.022 eV. The HOMO energy comes out at -9.02 eV.

Positions of all 23 atoms, in Å:
C: -1.49280 1.59195 -0.59642
C: 1.57529 1.43790 1.54993
C: 2.38905 0.53431 0.89920
C: 0.29117 1.66853 1.10134
C: -0.14360 1.17569 -0.13390
C: 1.97662 0.03749 -0.33372
C: 0.70893 0.30298 -0.83280
H: 1.96924 1.96707 2.41311
H: 3.34816 0.24516 1.30800
H: -0.30459 2.34516 1.70429
H: 2.56356 -0.84344 -0.58933
H: -1.92278 0.97780 -1.39548
H: -1.37234 2.60677 -0.99150
H: 0.44824 -0.06473 -1.81569
H: -2.28697 1.57845 0.14794
C: -1.90752 -2.76496 0.19392
C: -1.85321 -2.71879 -1.30159
H: -2.03178 -1.75913 0.58747
H: -2.66728 -3.48176 0.50686
H: -0.96523 -3.14469 0.59752
H: -2.44476 -1.93943 -1.80596
H: -1.92980 -3.64993 -1.84228
H: -0.94717 -2.18766 -1.67874



iii (14.7 kcal/mol below the next structure)



i:
DFT (the ωB97M-V functional and the def2-TZVPD basis) results for a 2-piece molecular cluster, C9H14 overall.

The frontier orbital gap comes out at 9.97 eV. The SMILES is Cc1ccccc1.CC. As for the lowest unoccupied orbital energy: 1.080 eV. The HOMO energy comes out at -8.89 eV.

Positions of all 23 atoms, in Å:
C: -3.07839 -0.99268 -2.30080
C: -0.22782 -0.92173 0.24331
C: -0.39104 0.38112 0.69751
C: -1.15660 -1.41552 -0.67967
C: -2.00484 -0.51684 -1.31256
C: -1.33854 1.26064 0.17228
C: -1.99785 0.85466 -0.99721
H: 0.43368 -1.57126 0.79787
H: 0.23302 0.67536 1.52487
H: -1.12305 -2.45046 -0.98471
H: -1.44591 2.30954 0.41547
H: -3.93273 -0.31063 -2.32254
H: -3.51827 -1.93918 -2.01634
H: -2.60265 1.60258 -1.48646
H: -2.63755 -0.97403 -3.29326
C: 3.42275 -0.17173 1.37328
C: 2.76271 1.20602 1.47795
H: 2.78375 -0.91731 0.89597
H: 4.31536 -0.35258 0.77672
H: 3.54271 -0.50883 2.40863
H: 2.15074 1.30559 2.37195
H: 2.28462 1.48178 0.54156
H: 3.52589 1.96550 1.69617



ii:
DFT (the ωB97M-V functional and the def2-TZVPD basis) results for a 2-piece molecular cluster, C9H14 overall.

The frontier orbital gap comes out at 10.04 eV. The SMILES is Cc1ccccc1.CC. As for the lowest unoccupied orbital energy: 1.000 eV. The HOMO energy comes out at -9.04 eV.

Positions of all 23 atoms, in Å:
C: -2.12341 -1.14864 -1.06997
C: 0.03848 -0.61352 1.98745
C: -0.54966 0.52447 2.53063
C: -0.47145 -1.11698 0.80796
C: -1.57714 -0.53099 0.17535
C: -1.63008 1.13452 1.92497
C: -2.17502 0.56681 0.77525
H: 0.88018 -1.10908 2.44914
H: -0.12789 0.96552 3.42644
H: 0.03071 -1.90677 0.26156
H: -2.15585 1.90257 2.47015
H: -3.09524 -0.74900 -1.35461
H: -2.25386 -2.21329 -0.89642
H: -2.96267 1.06738 0.22203
H: -1.52233 -1.14917 -1.98369
C: 2.05469 0.76449 -0.89470
C: 2.91915 0.25944 -2.02034
H: 1.14936 1.28212 -1.22858
H: 1.65608 0.10808 -0.12470
H: 2.58168 1.52965 -0.31051
H: 3.68838 -0.47025 -1.79490
H: 3.35470 1.08064 -2.55057
H: 2.29119 -0.17801 -2.80192



iii:
DFT (the ωB97M-V functional and the def2-TZVPD basis) results for a 2-piece molecular cluster, C9H14 overall.

The frontier orbital gap comes out at 10.08 eV. The SMILES is Cc1ccccc1.CC. As for the lowest unoccupied orbital energy: 1.022 eV. The HOMO energy comes out at -9.05 eV.

Positions of all 23 atoms, in Å:
C: -3.04207 -1.13195 0.39205
C: 0.48029 -1.34234 -1.04775
C: 1.22697 -1.55036 0.09918
C: -0.89524 -1.21045 -0.95644
C: -1.53617 -1.19239 0.27865
C: 0.58722 -1.56647 1.32950
C: -0.77916 -1.38670 1.44159
H: 0.95850 -1.22543 -2.01304
H: 2.30118 -1.64496 0.08367
H: -1.55505 -1.23373 -1.81266
H: 1.18203 -1.66190 2.22593
H: -3.36362 -0.64974 1.31282
H: -3.42968 -2.14928 0.34594
H: -1.29670 -1.48445 2.39023
H: -3.48902 -0.65691 -0.48148
C: 1.85693 2.23223 -1.09798
C: 1.33094 2.80891 0.23256
H: 2.88707 2.48185 -1.36463
H: 1.75833 1.14106 -1.09528
H: 1.20649 2.57519 -1.90816
H: 0.51904 2.16177 0.56834
H: 0.99877 3.83976 0.07151
H: 2.09294 2.84629 1.00545



iv:
DFT (the ωB97M-V functional and the def2-TZVPD basis) results for a 2-piece molecular cluster, C9H14 overall.

The frontier orbital gap comes out at 9.90 eV. The SMILES is Cc1ccccc1.CC. As for the lowest unoccupied orbital energy: 0.938 eV. The HOMO energy comes out at -8.96 eV.

Positions of all 23 atoms, in Å:
C: -0.02738 -3.33744 -0.69850
C: 0.28181 -4.67002 -0.09119
H: -0.39232 -3.24771 -1.73660
H: -0.83331 -2.80751 -0.19679
H: 0.89374 -2.74385 -0.68896
H: -0.04864 -4.67784 0.96403
H: 1.35235 -4.88002 -0.07647
H: -0.13387 -5.62759 -0.45113
C: 2.27864 1.20793 -0.48779
C: -1.87128 1.73855 0.61021
C: -0.87478 1.95457 1.55740
C: -1.53073 1.27634 -0.67143
C: 0.44491 1.71880 1.15750
C: -0.21904 1.02886 -0.95156
C: 0.86311 1.29421 -0.09421
H: -2.96690 1.72097 0.68764
H: -1.07787 2.00673 2.62281
H: -2.22940 1.15865 -1.46649
H: 1.23699 1.64195 1.91869
H: 0.06308 0.60155 -1.91643
H: 2.81529 1.92339 0.14619
H: 2.46562 1.54961 -1.54119
H: 2.69407 0.23168 -0.24796



iii (4.3 kcal/mol below the next structure)